Density functional theory data (ωB97M-V with the def2-TZVPD basis set) for the ion C2H7N4P with charge +2 at a distorted geometry.

Net charge: +2
ΔE to the lowest compared entry with this formula, charge and spin (kcal per mole): 16.5
2S+1: 1
SMILES: NP1NC=[NH+]C=[NH+]1
HOMO-LUMO gap (eV): 9.879
E_LUMO (eV): -9.8
Highest occupied orbital energy (eV): -19.68
Largest force on an atom (Eh/bohr): 0.0840

Positions of all 14 atoms, in Å:
N  0.08935  2.33493  -0.76386
P  0.10614  1.51639  0.67967
N  1.14174  0.17718  0.20767
C  1.12327  -1.11790  0.27059
N  -0.02648  -1.86727  0.38454
C  -1.18654  -1.20470  0.32255
N  -1.37526  0.09105  0.45305
H  0.36380  2.20542  -1.77196
H  0.09170  3.35819  -0.71514
H  2.10121  0.50791  -0.14034
H  2.10129  -1.68995  0.00556
H  -0.14231  -2.91696  0.58156
H  -2.07418  -1.89196  0.10456
H  -2.31374  0.49766  0.38155



Density functional theory data (ωB97M-V with the def2-TZVPD basis set) for an isolated molecule of C2H3ClN4S at a distorted geometry.

Net charge: 0
ΔE to the lowest compared entry with this formula, charge and spin (kcal per mole): 26.4
2S+1: 1
SMILES: [H]/N=C(N)\N=C1/SN1Cl
HOMO-LUMO gap (eV): 8.566
E_LUMO (eV): -0.8
Highest occupied orbital energy (eV): -9.33
Largest force on an atom (Eh/bohr): 0.0558

Positions of all 11 atoms, in Å:
H  1.81175  1.38723  -0.31639
N  1.44428  0.98401  -1.16990
C  0.37625  0.32361  -1.07172
N  -0.29840  -0.11185  -2.14867
N  -0.30667  0.23165  0.21319
C  -0.15331  -0.13971  1.37972
S  0.62787  -1.29824  2.42664
N  -0.55346  -0.00552  2.75013
Cl  -2.22681  -0.51449  3.03094
H  -0.91794  -0.89930  -2.07954
H  0.19644  0.04262  -3.01441



Density functional theory data (ωB97M-V with the def2-TZVPD basis set) for a structure of composition C18H45N3NaO10P at a distorted geometry.

Net charge: -2
ΔE to the lowest compared entry with this formula, charge and spin (kcal per mole): 71.2
2S+1: 1
HOMO-LUMO gap (eV): 1.930
E_LUMO (eV): 3.4
Highest occupied orbital energy (eV): 1.45
Largest force on an atom (Eh/bohr): 0.1113

Positions of all 78 atoms, in Å:
Na  0.55635  1.11677  0.39290
P  0.95666  -0.16981  2.72849
O  -0.20512  0.82461  2.68204
O  0.80804  -1.28616  1.69281
O  1.24317  -0.87678  4.12422
O  2.30058  0.43531  2.23209
C  2.10063  6.63490  3.43803
O  1.62847  5.47718  2.80248
C  2.57193  4.82328  1.91879
C  1.97047  3.43461  1.49033
N  1.22203  3.45364  0.21029
C  0.05922  4.37509  0.16770
C  -0.61466  4.26309  -1.17834
O  -1.12416  2.92050  -1.46587
C  -1.49714  2.61537  -2.86304
H  3.08092  6.49566  3.89381
H  1.52284  6.79706  4.34795
H  1.90850  7.47276  2.76780
H  3.48953  4.62254  2.47179
H  2.69910  5.47895  1.05739
H  1.29945  3.11778  2.28873
H  2.79939  2.72926  1.43121
H  1.95307  3.76726  -0.41207
H  0.45432  5.37987  0.31737
H  -0.67879  4.30688  0.96694
H  0.13021  4.48815  -1.94165
H  -1.39168  5.02609  -1.22493
H  -0.62957  2.73225  -3.51248
H  -2.27126  3.24532  -3.30122
H  -1.84965  1.58404  -2.85048
C  0.37377  -4.05376  3.00639
O  1.41163  -4.15877  2.07085
C  1.05759  -4.62877  0.80628
C  2.06135  -4.24673  -0.19451
N  2.27086  -2.76999  -0.22738
C  3.04216  -2.23034  -1.35747
C  3.21590  -0.69968  -1.30046
O  1.95302  0.01580  -1.35876
C  1.34139  -0.02524  -2.60187
H  -0.11617  -4.98705  3.28392
H  -0.33699  -3.36303  2.55273
H  0.69985  -3.72342  3.99262
H  0.09070  -4.22914  0.50048
H  0.94743  -5.71050  0.88245
H  1.76993  -4.53178  -1.20541
H  3.01800  -4.67452  0.10536
H  1.38379  -2.29865  -0.12228
H  2.67146  -2.55726  -2.32896
H  4.02156  -2.70493  -1.29695
H  3.88345  -0.37430  -2.09833
H  3.73285  -0.36000  -0.40298
H  1.21028  -1.05804  -2.92473
H  1.94262  0.39467  -3.40828
H  0.34910  0.42007  -2.53000
C  -2.89793  -3.13447  -4.07603
O  -2.15459  -3.11994  -2.88342
C  -2.03343  -1.84223  -2.26914
C  -1.40756  -2.02074  -0.92270
N  -1.16829  -0.81047  -0.13904
C  -2.36539  -0.33267  0.47234
C  -2.79729  -1.20050  1.62891
O  -3.51887  -2.37430  1.31415
C  -4.79524  -2.04268  0.76664
H  -3.22034  -4.12300  -4.40307
H  -2.40246  -2.56362  -4.86135
H  -3.79733  -2.52179  -4.01453
H  -3.03453  -1.43774  -2.11992
H  -1.57151  -1.15360  -2.97662
H  -0.47666  -2.52893  -1.17425
H  -1.95065  -2.80031  -0.38846
H  -0.55755  -1.08133  0.61839
H  -3.03938  -0.27083  -0.38206
H  -2.18280  0.63152  0.94680
H  -3.47145  -0.59386  2.23355
H  -1.91574  -1.47002  2.21058
H  -5.47495  -1.59343  1.49072
H  -5.39623  -2.92330  0.53984
H  -4.85822  -1.42188  -0.12708



Density functional theory data (ωB97M-V with the def2-TZVPD basis set) for a cluster of 5 separate species, C13H35NO7 in total at a distorted geometry.

Net charge: 0
2S+1: 1
SMILES: CC1(C)CCCC(C)(C)N1O.OCCO.OCCO.O.O
HOMO-LUMO gap (eV): 8.380
E_LUMO (eV): 0.2
Highest occupied orbital energy (eV): -8.20
Largest force on an atom (Eh/bohr): 0.0520

Positions of all 56 atoms, in Å:
C  0.66778  -1.28298  0.40225
C  -0.21695  -1.21734  -0.83557
C  -1.50231  -0.45419  -0.53947
C  0.49114  -0.42929  -1.93090
C  1.62730  -1.20740  -2.60463
C  1.07523  -2.47815  -3.24832
C  0.28975  -3.31495  -2.19704
C  -0.48681  -4.37287  -2.99602
C  1.31556  -4.12854  -1.38398
N  -0.60947  -2.51952  -1.39253
O  -1.36209  -3.29895  -0.50843
H  0.38894  -2.12089  1.04409
H  1.73822  -1.30609  0.20720
H  0.49843  -0.36803  0.97496
H  -2.04286  -0.01230  -1.37305
H  -2.20295  -0.90595  0.16678
H  -1.15449  0.39324  0.06770
H  -0.24246  -0.06877  -2.65873
H  0.86055  0.53550  -1.56624
H  2.15526  -0.48374  -3.23746
H  2.49874  -1.47600  -1.99432
H  1.89352  -3.03686  -3.69270
H  0.30330  -2.16883  -3.96029
H  -0.93862  -5.13826  -2.35967
H  0.15206  -5.00828  -3.61569
H  -1.22188  -3.90616  -3.65540
H  1.99691  -4.78530  -1.93409
H  0.75508  -4.93340  -0.89039
H  1.89437  -3.54669  -0.66820
H  -2.24438  -3.35801  -0.89352
O  -1.21534  3.74657  5.48007
C  -0.51198  2.60857  5.00809
C  -0.01946  2.66585  3.58079
O  -1.14182  2.61257  2.65339
H  -2.10192  3.82827  5.11677
H  0.42121  2.59099  5.58524
H  -0.97858  1.68713  5.36307
H  0.62925  1.80887  3.41140
H  0.48193  3.61878  3.40684
H  -1.83938  3.11096  3.08803
O  -0.02566  3.03903  0.25286
C  -0.98948  3.89844  -0.35175
C  -2.21092  3.11980  -0.89824
O  -2.94222  3.98248  -1.70513
H  -0.46027  2.72800  1.08707
H  -1.28860  4.74515  0.27057
H  -0.45524  4.24181  -1.24148
H  -2.73743  2.69887  -0.02542
H  -1.81205  2.24746  -1.42862
H  -3.53655  3.52544  -2.30296
O  2.58880  1.41467  1.12177
H  1.77225  1.88887  0.90204
H  3.20490  1.65534  0.42116
O  3.30734  -0.45844  2.88441
H  2.95088  0.28183  2.33267
H  2.53348  -0.88829  3.26102